No. 1
Formula: C4H9N
Source: OMol25
Level of theory: ωB97M-V/def2-TZVPD

* charge: 0
* 2S+1: 1
* strongest force on any atom: 0.738 eV Å⁻¹
* SMILES string: C/C=C/CN
* relative energy (zero: lowest compared OMol25 entry of this formula, charge and spin): 15.2 kcal/mol

Each line ends with the natural charge from an NBO analysis.
Geometry (Å):
C: -2.28 0.21 -0.03  -0.641
C: -0.83 0.40 -0.31  -0.179
C: 0.11 0.35 0.62  -0.187
C: 1.59 0.24 0.33  -0.255
N: 1.87 -1.09 -0.27  -0.839
H: -2.48 -0.19 0.96  0.215
H: -2.86 1.10 -0.26  0.216
H: -2.68 -0.56 -0.70  0.214
H: -0.50 0.42 -1.35  0.184
H: -0.19 0.24 1.66  0.191
H: 1.87 1.04 -0.38  0.171
H: 2.16 0.27 1.26  0.197
H: 1.35 -1.22 -1.13  0.356
H: 2.87 -1.20 -0.39  0.357

No. 2
Formula: C4H9N
Source: OMol25
Level of theory: ωB97M-V/def2-TZVPD

* charge: 0
* 2S+1: 1
* strongest force on any atom: 8.743 eV Å⁻¹
* SMILES string: CN=C(C)C
* relative energy (zero: lowest compared OMol25 entry of this formula, charge and spin): 36.4 kcal/mol

Each line ends with the natural charge from an NBO analysis.
Geometry (Å):
C: -1.55 0.45 -1.33  -0.453
N: -1.25 0.28 0.05  -0.436
C: 0.15 -0.09 0.48  0.309
C: 0.39 -0.36 1.90  -0.677
C: 1.26 -0.12 -0.51  -0.711
H: -1.83 1.50 -1.49  0.205
H: -2.44 -0.15 -1.52  0.207
H: -0.77 0.18 -2.05  0.165
H: -0.52 -0.23 2.48  0.246
H: 0.76 -1.38 2.02  0.225
H: 1.16 0.32 2.29  0.222
H: 2.21 -0.33 -0.02  0.222
H: 1.33 0.83 -1.03  0.238
H: 1.09 -0.89 -1.27  0.237

No. 3
Formula: C4H9N
Source: OMol25
Level of theory: ωB97M-V/def2-TZVPD

* charge: 0
* 2S+1: 1
* strongest force on any atom: 2.406 eV Å⁻¹
* SMILES string: C=CCCN
* relative energy (zero: lowest compared OMol25 entry of this formula, charge and spin): 22.3 kcal/mol

Each line ends with the natural charge from an NBO analysis.
Geometry (Å):
C: 0.36 -1.78 1.55  -0.409
C: -0.38 -0.80 1.10  -0.156
C: -0.58 -0.27 -0.30  -0.451
C: -0.10 1.18 -0.52  -0.214
N: 0.53 1.53 -1.79  -0.832
H: 0.98 -2.36 0.88  0.192
H: 0.31 -2.03 2.61  0.204
H: -1.04 -0.28 1.81  0.184
H: -0.04 -0.92 -1.01  0.196
H: -1.66 -0.39 -0.42  0.218
H: 0.46 1.48 0.38  0.177
H: -1.03 1.80 -0.47  0.175
H: 1.29 2.16 -1.56  0.361
H: 0.90 0.71 -2.27  0.355

No. 4
Formula: C4H9N
Source: OMol25
Level of theory: ωB97M-V/def2-TZVPD

* charge: 0
* 2S+1: 1
* strongest force on any atom: 3.998 eV Å⁻¹
* relative energy (zero: lowest compared OMol25 entry of this formula, charge and spin): 142.6 kcal/mol

Each line ends with the natural charge from an NBO analysis.
Geometry (Å):
C: 0.42 0.83 -1.88  -0.184
C: -0.07 1.32 -0.53  -0.435
C: 0.33 -0.03 -0.18  -0.421
C: 0.26 -0.86 0.98  -0.231
N: -1.00 -0.96 1.81  -0.893
H: 0.81 -0.38 -1.23  0.251
H: -0.28 0.38 -2.58  0.233
H: 1.48 0.98 -2.09  0.234
H: -1.12 1.64 -0.52  0.197
H: 0.52 2.19 -0.16  0.174
H: 0.48 -1.90 0.68  0.183
H: 0.97 -0.63 1.81  0.177
H: -0.97 -1.50 2.65  0.362
H: -1.83 -1.07 1.24  0.352

No. 5
Formula: C4H9N
Source: OMol25
Level of theory: ωB97M-V/def2-TZVPD

* charge: 0
* 2S+1: 1
* strongest force on any atom: 3.871 eV Å⁻¹
* SMILES string: C[C@@H]1CCN1
* relative energy (zero: lowest compared OMol25 entry of this formula, charge and spin): 33.9 kcal/mol

Each line ends with the natural charge from an NBO analysis.
Geometry (Å):
C: 1.74 0.01 0.29  -0.620
C: 0.51 -0.08 -0.51  -0.049
C: -0.50 1.07 -0.11  -0.418
C: -1.43 -0.03 0.32  -0.209
N: -0.51 -1.03 -0.18  -0.631
H: 1.53 0.48 1.32  0.193
H: 2.52 0.69 -0.11  0.216
H: 2.28 -0.94 0.49  0.209
H: 0.88 -0.19 -1.49  0.174
H: -0.19 1.83 0.60  0.213
H: -0.84 1.55 -1.08  0.209
H: -2.51 -0.14 -0.16  0.173
H: -1.67 -0.02 1.43  0.172
H: -0.32 -1.86 0.33  0.366

No. 6
Formula: C4H9N
Source: OMol25
Level of theory: ωB97M-V/def2-TZVPD

* charge: 0
* 2S+1: 1
* strongest force on any atom: 3.101 eV Å⁻¹
* SMILES string: CC(C)=CN
* relative energy (zero: lowest compared OMol25 entry of this formula, charge and spin): 25.2 kcal/mol

Each line ends with the natural charge from an NBO analysis.
Geometry (Å):
C: 0.45 0.64 1.21  -0.655
C: -0.49 -0.02 0.26  -0.080
C: -1.50 0.83 -0.52  -0.629
C: 0.02 -1.04 -0.48  0.003
N: 1.29 -1.68 -0.19  -0.823
H: 0.97 1.48 0.72  0.205
H: -0.08 1.20 1.99  0.220
H: 1.22 -0.05 1.54  0.224
H: -1.02 1.12 -1.45  0.210
H: -2.46 0.32 -0.58  0.223
H: -1.64 1.76 0.04  0.205
H: -0.29 -1.49 -1.42  0.182
H: 1.62 -2.19 -1.00  0.360
H: 1.91 -0.88 -0.11  0.354

No. 7
Formula: C4H9N
Source: OMol25
Level of theory: ωB97M-V/def2-TZVPD

* charge: 0
* 2S+1: 1
* strongest force on any atom: 1.995 eV Å⁻¹
* SMILES string: C[C@@H]1CCN1
* relative energy (zero: lowest compared OMol25 entry of this formula, charge and spin): 23.8 kcal/mol

Each line ends with the natural charge from an NBO analysis.
Geometry (Å):
C: 1.73 -0.02 0.33  -0.623
C: 0.48 0.00 -0.57  -0.044
C: -0.50 1.06 -0.12  -0.429
C: -1.40 -0.04 0.40  -0.221
N: -0.53 -1.07 -0.29  -0.620
H: 1.43 -0.03 1.38  0.200
H: 2.34 0.92 0.18  0.212
H: 2.41 -0.89 0.17  0.211
H: 0.77 0.07 -1.62  0.185
H: -0.19 1.82 0.63  0.202
H: -0.92 1.60 -0.90  0.208
H: -2.44 -0.14 -0.01  0.192
H: -1.38 -0.04 1.50  0.176
H: -0.23 -1.83 0.41  0.352

No. 8
Formula: C4H9N
Source: OMol25
Level of theory: ωB97M-V/def2-TZVPD

* charge: 0
* 2S+1: 1
* strongest force on any atom: 1.558 eV Å⁻¹
* SMILES string: CNC1CC1
* relative energy (zero: lowest compared OMol25 entry of this formula, charge and spin): 24.4 kcal/mol

Each line ends with the natural charge from an NBO analysis.
Geometry (Å):
C: 1.97 0.16 -0.01  -0.409
N: 0.84 -0.73 0.00  -0.612
C: -0.38 -0.21 0.55  -0.059
C: -1.65 -0.61 -0.10  -0.426
C: -1.21 0.82 -0.13  -0.451
H: 2.20 0.42 1.02  0.190
H: 2.86 -0.32 -0.39  0.202
H: 1.79 1.12 -0.53  0.163
H: 0.64 -1.09 -0.93  0.350
H: -0.37 -0.15 1.65  0.196
H: -2.49 -0.95 0.53  0.218
H: -1.59 -1.20 -1.03  0.208
H: -0.88 1.22 -1.10  0.213
H: -1.73 1.52 0.49  0.215

No. 9
Formula: C4H9N
Source: OMol25
Level of theory: ωB97M-V/def2-TZVPD

* charge: 0
* 2S+1: 1
* strongest force on any atom: 1.572 eV Å⁻¹
* SMILES string: CC1(C)CN1
* relative energy (zero: lowest compared OMol25 entry of this formula, charge and spin): 21.7 kcal/mol

Each line ends with the natural charge from an NBO analysis.
Geometry (Å):
C: 0.52 1.47 0.09  -0.610
C: -0.01 0.02 0.04  0.079
C: 1.02 -1.11 0.03  -0.619
C: -1.32 -0.17 -0.59  -0.262
N: -1.25 -0.09 0.87  -0.604
H: -0.41 2.11 0.22  0.228
H: 1.30 1.58 0.88  0.214
H: 0.96 1.80 -0.92  0.204
H: 1.70 -1.00 0.90  0.211
H: 0.59 -2.09 0.11  0.210
H: 1.61 -1.10 -0.90  0.218
H: -1.81 0.67 -1.00  0.193
H: -1.53 -1.13 -1.03  0.191
H: -1.36 -0.96 1.31  0.347

No. 10
Formula: C4H9N
Source: OMol25
Level of theory: ωB97M-V/def2-TZVPD

* charge: +1
* 2S+1: 2
* strongest force on any atom: 2.412 eV Å⁻¹
* relative energy (zero: lowest compared OMol25 entry of this formula, charge and spin): 90.3 kcal/mol

Each line ends with the natural charge from an NBO analysis.
Geometry (Å):
C: -1.71 -0.86 -4.25  -0.041
N: -1.01 -0.10 -3.50  -0.600
H: -1.26 -1.62 -4.87  0.174
H: -2.79 -0.75 -4.20  0.150
H: -1.70 0.44 -2.99  0.318
C: -0.10 0.69 2.02  -0.750
C: 1.03 0.61 2.93  0.176
C: 2.05 -0.36 3.00  -0.014
H: -1.07 0.69 2.53  0.312
H: 0.09 1.45 1.26  0.324
H: -0.20 -0.18 1.36  0.258
H: 1.15 1.49 3.57  0.230
H: 2.86 -0.20 3.70  0.234
H: 1.94 -1.31 2.50  0.230

No. 11
Formula: C4H9N
Source: OMol25
Level of theory: ωB97M-V/def2-TZVPD

* charge: +1
* 2S+1: 2
* strongest force on any atom: 2.563 eV Å⁻¹
* relative energy (zero: lowest compared OMol25 entry of this formula, charge and spin): 35.2 kcal/mol

Each line ends with the natural charge from an NBO analysis.
Geometry (Å):
C: -1.82 -1.90 -0.45  -0.161
C: -0.88 -0.95 -0.75  0.025
N: -0.07 -0.39 0.17  -0.310
C: 0.16 1.05 0.25  -0.254
C: 1.67 1.29 0.52  -0.644
H: -2.47 -2.29 -1.21  0.247
H: -1.56 -2.41 0.48  0.209
H: -1.05 -0.44 -1.70  0.234
H: 0.33 -1.04 0.84  0.431
H: -0.06 1.56 -0.69  0.242
H: -0.56 1.48 0.94  0.255
H: 2.31 0.40 0.45  0.230
H: 2.09 1.89 -0.30  0.247
H: 1.90 1.75 1.47  0.248

No. 12
Formula: C4H9N2
Source: OMol25
Level of theory: ωB97M-V/def2-TZVPD

* charge: +1
* 2S+1: 1
* strongest force on any atom: 4.280 eV Å⁻¹
* SMILES string: CC(C)[N+]1=NC1
* relative energy (zero: lowest compared OMol25 entry of this formula, charge and spin): 123.9 kcal/mol

Each line ends with the natural charge from an NBO analysis.
Geometry (Å):
C: -0.96 0.95 0.10  -0.607
C: -0.07 -0.26 -0.37  -0.062
C: -0.63 -1.58 0.21  -0.616
N: 1.32 -0.17 -0.17  0.068
N: 2.30 -0.79 0.06  0.125
C: 2.44 0.66 0.13  -0.096
H: -1.91 0.87 -0.45  0.259
H: -1.19 0.81 1.09  0.235
H: -0.52 1.89 -0.25  0.239
H: 0.03 -0.37 -1.67  0.283
H: -1.64 -1.60 -0.11  0.250
H: -0.54 -1.61 1.24  0.231
H: -0.12 -2.43 -0.18  0.238
H: 2.70 0.87 1.10  0.227
H: 2.74 1.23 -0.69  0.225

Energy in eV, matching the order above: -5783.1512 -5782.2318 -5782.8451 -5777.6264 -5782.3435 -5782.7174 -5782.7802 -5782.7551 -5782.8694 -5772.5207 -5774.9101 -7262.7703